The following is a quantum chemistry calculation of a 3-piece molecular cluster, C33H28N5O5 overall, from the OMol25 dataset.

XYZ file:
```
71
Properties=species:S:1:pos:R:3:forces:R:3
C 5.638 4.028 3.327 0.22 0.03 0.05
C 5.662 3.378 1.950 -0.10 0.21 0.37
O 6.989 3.312 1.455 -0.18 -0.05 -0.03
C 4.863 4.158 0.888 0.21 -0.38 0.05
N 3.718 4.883 1.428 0.12 -0.07 -0.30
C 2.513 4.413 1.700 0.20 0.17 -0.05
N 1.548 5.188 2.244 -0.18 -0.19 0.08
C 0.507 4.393 2.394 0.42 0.45 0.02
N 0.755 3.168 1.967 -0.63 -0.42 0.03
N 2.054 3.154 1.504 -0.10 0.12 0.14
N 2.660 2.042 0.963 -0.36 -0.27 0.02
H 6.283 3.457 3.999 -0.03 -0.03 0.00
H 6.035 5.045 3.295 -0.08 0.04 -0.06
H 4.651 4.045 3.788 -0.05 0.01 -0.08
H 5.238 2.370 2.048 0.07 -0.04 -0.12
H 7.586 3.229 2.206 0.07 -0.10 -0.11
H 4.524 3.482 0.107 0.03 0.03 -0.03
H 5.550 4.863 0.424 -0.13 0.21 0.10
H 3.851 5.851 1.677 -0.13 0.00 0.06
H -0.434 4.696 2.827 -0.05 -0.10 -0.05
H 0.155 2.348 1.974 0.20 -0.17 0.00
H 2.626 1.270 1.625 0.17 0.12 0.10
H 2.159 1.752 0.126 0.15 0.15 -0.10
C -2.516 -2.951 0.300 -0.03 -0.02 -0.09
C -2.834 -4.182 0.863 0.02 0.05 0.03
C -2.575 -4.426 2.202 -0.05 -0.06 -0.10
C -1.986 -3.443 2.984 0.04 0.07 0.01
C -1.647 -2.211 2.417 0.01 0.00 0.05
C -1.924 -1.969 1.076 -0.02 -0.04 -0.07
C -0.979 -1.160 3.223 -0.02 0.03 -0.04
O -0.687 -0.082 2.726 0.21 0.31 -0.09
C -0.667 -1.452 4.647 -0.02 -0.02 -0.04
C 0.001 -0.502 5.411 0.04 0.02 0.09
C 0.287 -0.756 6.742 -0.01 -0.01 0.00
C -0.100 -1.960 7.320 0.00 0.02 -0.03
C -0.763 -2.913 6.564 0.05 0.02 0.11
C -1.042 -2.666 5.226 0.01 0.05 -0.06
C -1.732 -3.719 4.425 -0.06 -0.15 0.05
O -2.069 -4.765 4.933 0.02 0.03 -0.01
H -2.726 -2.759 -0.745 0.01 0.01 0.00
H -3.288 -4.953 0.254 -0.01 0.01 0.00
H -2.826 -5.379 2.647 0.02 0.03 0.08
H -1.671 -1.012 0.642 0.02 0.02 0.05
H 0.295 0.435 4.959 -0.05 -0.01 -0.05
H 0.810 -0.016 7.333 -0.01 0.00 0.01
H 0.118 -2.155 8.361 0.00 0.00 0.00
H -1.065 -3.853 7.004 -0.03 -0.03 -0.08
C -0.005 -3.828 -6.855 -0.01 0.01 0.03
C -0.194 -4.211 -5.531 -0.01 0.02 -0.02
C -1.003 -3.457 -4.699 0.06 -0.09 -0.01
C -1.620 -2.309 -5.183 -0.01 0.05 -0.05
C -1.414 -1.915 -6.507 -0.03 0.02 0.08
C -0.612 -2.682 -7.342 0.08 -0.09 -0.03
C -2.031 -0.668 -7.042 0.01 0.03 -0.16
O -1.857 -0.326 -8.191 0.01 0.00 0.03
C -2.865 0.152 -6.116 0.02 -0.04 0.07
C -3.413 1.342 -6.575 -0.07 0.11 0.00
C -4.202 2.109 -5.735 0.00 -0.02 0.03
C -4.453 1.687 -4.434 0.02 0.00 -0.02
C -3.905 0.504 -3.969 -0.06 0.10 0.03
C -3.103 -0.264 -4.804 0.04 -0.02 -0.06
C -2.501 -1.521 -4.278 -0.03 -0.06 0.10
O -2.718 -1.888 -3.140 0.04 0.02 0.07
H 0.621 -4.423 -7.506 0.00 0.00 0.00
H 0.288 -5.102 -5.152 -0.01 -0.01 -0.01
H -1.161 -3.752 -3.671 -0.06 0.05 0.01
H -0.467 -2.375 -8.368 -0.04 0.07 0.01
H -3.218 1.660 -7.590 0.03 -0.08 -0.02
H -4.627 3.037 -6.095 -0.01 0.00 0.00
H -5.079 2.284 -3.783 -0.01 0.00 -0.01
H -4.095 0.169 -2.958 0.04 -0.07 -0.01
```
Forces are in eV/Å.

* E_LUMO: -3.123 eV
* E: -1924.101974 a.u.
* HOMO level: -11.3813 eV
* net charge: +1
* max |F|: 0.015 Eh/bohr
* orbital gap: 8.3 eV

***

The following is a quantum chemistry calculation of a 2-piece molecular cluster, C4H8O3 overall, from the OMol25 dataset.

XYZ file:
```
15
Properties=species:S:1:pos:R:3:forces:R:3
O 0.909 -3.335 -0.704 -1.78 3.67 2.23
C 0.349 -2.520 0.087 0.96 -3.83 -1.34
C 0.295 -1.005 0.044 1.73 0.09 -2.10
C -0.459 -0.318 1.137 -3.48 1.48 -0.08
C -1.021 1.108 0.737 0.99 3.30 1.69
O -0.565 2.175 1.244 -1.53 -4.13 -1.82
H -0.130 -3.045 0.983 0.23 0.96 -0.61
H 1.380 -0.733 0.112 -0.64 -0.05 0.14
H 0.085 -0.587 -1.005 -0.15 -0.91 1.37
H 0.087 -0.096 2.021 0.76 -0.15 0.68
H -1.438 -0.833 1.479 1.56 0.27 -0.68
H -1.966 1.232 0.080 1.36 -0.63 0.57
H 0.122 2.632 -2.408 -1.92 0.81 -2.39
H 1.596 2.857 -2.028 -0.18 0.11 -0.27
O 0.756 2.468 -1.778 2.10 -0.99 2.62
```
Forces are in eV/Å.

* E_LUMO: 0.615 eV
* E: -382.863117 a.u.
* HOMO level: -9.8777 eV
* energy relative to the best compared isomer or geometry (same formula, charge and spin): 63.82 kcal/mol
* net charge: 0
* max |F|: 0.093 Eh/bohr
* SMILES: O=CCCC=O.O
* orbital gap: 10.5 eV

***

The following is a quantum chemistry calculation of one molecule with the formula C3H7N5, from the OMol25 dataset.

XYZ file:
```
15
Properties=species:S:1:pos:R:3:forces:R:3
C -0.807 -0.338 0.091 3.33 -0.93 0.41
C 0.535 -1.104 0.032 -1.16 -2.03 1.19
C 0.806 1.145 0.001 -0.46 -0.88 0.85
H -3.805 0.062 0.009 1.24 0.05 0.04
H -2.499 1.206 0.258 -0.36 -1.70 -0.60
H 0.437 -1.624 -0.916 0.71 -0.48 -0.03
H 0.655 -1.952 0.929 0.22 2.54 -2.21
H 3.412 0.530 -0.731 -1.86 -2.58 2.01
H 3.275 -0.047 0.959 -1.08 -0.66 -3.16
H 1.520 1.908 0.099 -0.26 2.35 -0.11
N -2.808 0.281 -0.149 -2.92 1.47 0.21
N -1.977 -0.791 0.001 -0.07 0.54 0.12
N 1.480 0.027 -0.069 1.24 -4.57 -0.05
N 2.886 -0.268 -0.091 1.79 3.80 1.34
N -0.466 0.993 0.114 -0.38 3.07 0.00
```
Forces are in eV/Å.

* E_LUMO: 0.505 eV
* E: -392.156647 a.u.
* HOMO level: -7.3714 eV
* energy relative to the best compared isomer or geometry (same formula, charge and spin): 89.36 kcal/mol
* net charge: 0
* max |F|: 0.092 Eh/bohr
* SMILES: N/N=C1/CN(N)C=N1
* orbital gap: 7.9 eV

***

The following is a quantum chemistry calculation of a 3-piece molecular cluster, C5H12O2 overall, from the OMol25 dataset.

XYZ file:
```
19
Properties=species:S:1:pos:R:3:forces:R:3
C 0.844 -3.163 1.390 1.91 0.42 -2.71
C -0.121 -2.292 1.102 -0.91 0.85 2.74
C -0.087 -0.903 0.526 -2.51 -0.43 -1.27
C -1.351 -0.261 0.633 1.75 -0.28 2.06
C -1.687 1.085 -0.018 -0.06 0.47 -0.21
H 0.837 -4.123 1.846 -0.97 -0.42 0.77
H 1.802 -3.097 0.823 -0.45 0.47 0.56
H -1.081 -2.437 1.689 0.98 -0.03 -1.00
H 0.791 -0.620 -0.219 -2.15 -0.32 1.60
H -2.115 -0.629 1.622 2.28 0.83 -3.53
H -2.104 1.021 -1.058 -0.27 -0.45 1.08
H -2.359 1.698 0.649 0.59 -0.66 -0.86
H -0.794 1.696 -0.268 -0.27 -0.49 0.68
H 0.870 2.380 -2.775 -0.04 -0.89 -0.09
H 1.126 1.018 -3.531 -0.08 0.41 0.17
O 0.580 1.449 -2.859 0.09 0.37 -0.03
H 2.124 2.999 0.241 -1.55 -0.53 -0.59
H 1.447 1.629 0.271 -0.53 1.11 -0.57
O 1.279 2.551 -0.063 2.21 -0.45 1.20
```
Forces are in eV/Å.

* E_LUMO: 0.560 eV
* E: -348.071465 a.u.
* HOMO level: -8.3560 eV
* energy relative to the best compared isomer or geometry (same formula, charge and spin): 83.68 kcal/mol
* net charge: 0
* max |F|: 0.083 Eh/bohr
* SMILES: C=C/C=C/C.O.O
* orbital gap: 8.9 eV

***

The following is a quantum chemistry calculation of C4H5NO2 as an isolated structure, from the OMol25 dataset.

XYZ file:
```
12
Properties=species:S:1:pos:R:3:forces:R:3
N -0.875 -1.086 0.441 -0.08 -0.09 0.05
C -0.161 0.116 -0.041 0.07 -0.12 0.16
C 0.598 0.182 -1.333 0.03 -0.02 -0.18
C 1.371 -0.042 -0.069 0.07 0.15 -0.20
O 1.393 1.388 0.560 0.01 0.17 -0.02
C 0.101 1.263 0.857 -0.24 0.07 0.23
O -0.566 1.794 1.712 0.22 -0.27 -0.29
H -1.543 -1.500 -0.214 0.09 0.17 0.10
H -1.355 -0.877 1.325 0.07 0.04 -0.13
H 0.499 -0.698 -1.970 0.11 0.13 0.12
H 0.577 1.132 -1.863 -0.05 -0.10 0.09
H -0.088 -1.731 0.622 -0.31 -0.14 0.07
```
Forces are in eV/Å.

* E_LUMO: -0.157 eV
* E: -360.493725 a.u.
* HOMO level: -8.1760 eV
* energy relative to the best compared isomer or geometry (same formula, charge and spin): 110.25 kcal/mol
* net charge: 0
* max |F|: 0.009 Eh/bohr
* orbital gap: 8.0 eV

***

The following is a quantum chemistry calculation of a 2-piece molecular cluster, CH3O3 overall, from the OMol25 dataset.

XYZ file:
```
7
Properties=species:S:1:pos:R:3:forces:R:3
C 0.004 1.395 0.688 1.22 -1.45 -2.69
O 0.116 -2.791 -1.198 -1.00 -1.89 -0.08
O -0.363 -0.918 -0.389 -1.87 1.00 1.23
O 0.408 -1.656 -1.014 2.68 1.23 -1.05
H 0.621 0.491 0.867 0.52 1.34 0.05
H 0.102 2.134 -0.162 0.39 -0.70 1.22
H -0.888 1.345 1.209 -1.94 0.47 1.32
```
Forces are in eV/Å.

* E_LUMO (spin up / spin down): -9.266 / -9.267 eV
* E: -264.924264 a.u.
* HOMO level (spin up / spin down): -16.9067 / -16.9091 eV
* energy relative to the best compared isomer or geometry (same formula, charge and spin): 158.91 kcal/mol
* net charge: +1
* max |F|: 0.064 Eh/bohr
* orbital gap (spin up / spin down): 7.6 / 7.6 eV